Molecular formula: C3H4ClNO2
Method: DFT, ωB97M-V with the def2-TZVPD basis set

Computed properties:
- F_max (eV/A) = 5.179
- highest occupied orbital energy (eV) = -10.69
- energy relative to the best compared isomer or geometry (same formula, charge and spin) (kcal per mole) = 166.4
- HOMO-LUMO gap (eV) = 9.84

Atoms and positions in Å:
C (-0.53, 1.00, -0.22)
C (0.08, -0.14, 0.50)
C (-0.95, -0.42, -0.47)
N (1.41, -0.45, 0.08)
O (2.29, -0.68, 0.91)
O (1.63, -0.48, -1.17)
Cl (-2.49, -0.91, 0.26)
H (-1.07, 1.76, 0.27)
H (0.20, 1.31, -1.00)
H (0.17, -0.16, 2.28)
H (-0.75, -0.85, -1.43)